[1]
Entry from OMol25: C4H3NO2 in the gas phase at a distorted geometry (ωB97M-V with the def2-TZVPD basis set).

Summary:
**Orbital gap**: 8.757 eV
**ΔE to the lowest compared entry with this formula, charge and spin**: 91.5 kcal/mol
**HOMO**: -10.454 eV

Last column: Löwdin charge in e.
CARTESIAN COORDINATES (ANGSTROEM)
C 1.281 1.075 -0.011  -0.213
C 2.162 1.961 -0.036  0.074
C -1.135 0.968 0.005  -0.448
C 0.185 0.260 0.042  -0.272
N 0.095 -1.033 0.087  0.214
O -1.065 2.311 0.001  0.145
O -2.166 0.333 -0.061  0.129
H 1.115 -1.469 0.037  0.210
H -0.680 -1.614 -0.066  0.115
H -0.119 2.402 0.119  0.046

---

[2]
Entry from OMol25: 2 unconnected molecules or ions with the total composition C5H13NO at a distorted geometry (ωB97M-V with the def2-TZVPD basis set).

Summary:
**Orbital gap**: 9.280 eV
**ΔE to the lowest compared entry with this formula, charge and spin**: 33.0 kcal/mol
**HOMO**: -8.654 eV

Last column: Löwdin charge in e.
CARTESIAN COORDINATES (ANGSTROEM)
C -0.224 -0.648 2.623  -0.104
N -0.529 -1.272 1.314  -0.178
C 0.706 -1.905 0.743  -0.185
C 0.854 -1.471 -0.715  -0.172
C -0.394 -0.628 -0.992  -0.193
C -0.932 -0.222 0.348  -0.218
H 0.521 -1.239 3.145  0.069
H -1.100 -0.763 3.243  0.072
H 0.171 0.371 2.571  0.080
H 1.555 -1.568 1.330  0.098
H 0.623 -2.982 0.783  0.103
H 1.006 -2.266 -1.445  0.104
H 1.739 -0.830 -0.807  0.103
H -1.093 -1.223 -1.558  0.098
H -0.185 0.162 -1.709  0.104
H -0.560 0.776 0.594  0.103
H -2.023 -0.129 0.374  0.115
O -0.112 5.599 -3.452  -0.065
H 0.403 4.857 -3.812  0.041
H -0.428 5.382 -2.576  0.024

---

[3]
Entry from OMol25: a molecular structure, C48H38N3O2W at a distorted geometry (ωB97M-V with the def2-TZVPD basis set).

Summary:
**2S+1**: 3
**Charge**: +1
**Orbital gap (alpha / beta)**: 5.736 / 7.015 eV
**ΔE to the lowest compared entry with this formula, charge and spin**: 71.6 kcal/mol
**HOMO (alpha / beta)**: -8.499 / -10.724 eV

Last column: Löwdin spin population.
CARTESIAN COORDINATES (ANGSTROEM)
W -0.147 0.418 0.154  0.830
O -0.619 0.602 -1.551  -0.009
C -0.893 -0.187 -2.675  0.001
C -0.636 -1.655 -2.215  0.003
C -1.507 -2.038 -1.054  0.021
C -2.478 -3.006 -1.209  -0.002
C -3.220 -3.429 -0.116  0.021
C -2.961 -2.827 1.112  -0.003
C -2.003 -1.842 1.227  0.020
C -1.797 -1.176 2.568  0.001
C -0.314 -0.833 2.871  0.000
O 0.073 0.059 1.869  -0.013
C -0.244 -0.145 4.231  0.000
C -0.396 1.234 4.287  0.001
C -0.349 1.896 5.499  0.000
C -0.172 1.177 6.668  0.000
C -0.040 -0.200 6.619  0.000
C -0.069 -0.861 5.404  0.000
C 0.604 -2.047 2.781  -0.001
C 0.141 -3.356 2.822  0.000
C 1.033 -4.409 2.713  0.000
C 2.387 -4.169 2.577  0.000
C 2.855 -2.867 2.554  0.000
C 1.970 -1.810 2.656  0.000
N -1.252 -1.422 0.151  0.023
C 0.003 0.217 -3.852  0.000
C 0.793 -0.681 -4.559  0.000
C 1.509 -0.264 -5.670  0.000
C 1.446 1.051 -6.091  0.000
C 0.677 1.957 -5.380  0.000
C -0.037 1.543 -4.269  0.000
C -2.338 0.025 -3.123  0.000
C -3.029 1.139 -2.663  0.001
C -4.300 1.414 -3.136  0.001
C -4.900 0.565 -4.049  0.000
C -4.219 -0.554 -4.504  0.000
C -2.940 -0.817 -4.050  0.000
H 0.421 -1.716 -1.903  0.000
H -0.815 -2.345 -3.038  0.000
H -2.646 -3.448 -2.178  0.000
H -3.961 -4.203 -0.211  0.001
H -3.515 -3.134 1.986  0.000
H -2.200 -1.800 3.367  0.000
H -2.334 -0.217 2.584  0.001
H -0.562 1.791 3.372  0.001
H -0.457 2.969 5.523  0.000
H -0.137 1.691 7.614  0.000
H 0.087 -0.766 7.528  0.000
H 0.045 -1.933 5.362  0.000
H -0.907 -3.575 2.945  0.000
H 0.663 -5.420 2.735  0.000
H 3.073 -4.996 2.486  0.000
H 3.911 -2.678 2.453  0.000
H 2.328 -0.789 2.653  0.000
H 0.862 -1.716 -4.267  0.000
H 2.105 -0.978 -6.217  0.000
H 1.991 1.366 -6.967  0.000
H 0.621 2.984 -5.709  0.000
H -0.645 2.253 -3.726  0.000
H -2.549 1.804 -1.950  0.000
H -4.818 2.301 -2.804  0.000
H -5.890 0.777 -4.421  0.000
H -4.677 -1.214 -5.224  0.000
H -2.396 -1.668 -4.429  0.000
C 1.828 -0.080 -0.290  -0.010
C 3.047 -0.098 -0.347  0.116
C 4.458 -0.090 -0.372  0.008
C 5.152 -0.104 0.841  0.026
C 6.532 -0.081 0.848  -0.003
C 7.231 -0.037 -0.349  0.031
C 6.546 -0.003 -1.554  -0.003
C 5.165 -0.027 -1.574  0.027
H 4.596 -0.123 1.767  0.001
H 7.060 -0.093 1.790  -0.001
H 8.310 -0.020 -0.339  0.002
H 7.095 0.047 -2.482  -0.001
H 4.623 0.007 -2.508  0.001
N -3.444 3.171 0.555  0.018
C -3.341 1.824 0.727  0.115
N -2.069 1.446 0.818  0.001
C -1.327 2.595 0.704  0.095
C 0.142 2.639 0.703  0.088
C 0.588 3.986 0.315  0.213
C -0.259 5.054 0.182  0.019
C -1.657 4.972 0.326  0.276
C -2.174 3.694 0.518  0.013
H -4.300 3.697 0.524  0.000
H -4.188 1.174 0.815  0.007
H 0.622 2.394 1.683  0.040
H 1.654 4.145 0.249  0.010
H 0.164 6.028 -0.004  -0.005
H -2.285 5.844 0.297  0.017

---

[4]
Entry from OMol25: 6 unconnected molecules or ions with the total composition C17H27Cl3O17S2 at a distorted geometry (ωB97M-V with the def2-TZVPD basis set).

Summary:
**Orbital gap**: 10.950 eV
**ΔE to the lowest compared entry with this formula, charge and spin**: 0.0 kcal/mol
**HOMO**: -10.588 eV

Last column: Löwdin charge in e.
CARTESIAN COORDINATES (ANGSTROEM)
C 0.503 5.710 2.055  -0.031
C -0.995 5.455 2.136  -0.310
C -1.795 5.867 0.880  -0.076
O -2.467 4.666 0.505  0.068
C -2.030 3.627 1.259  -0.554
O -2.356 2.497 1.074  0.156
O -1.174 4.049 2.206  0.089
H 0.979 5.112 1.274  0.066
H 0.952 5.368 2.994  0.084
H 0.831 6.745 1.950  0.088
H -1.331 6.027 3.005  0.150
H -1.072 6.096 0.094  0.131
H -2.471 6.691 1.076  0.131
C 3.849 0.966 5.214  -0.021
C 2.797 1.885 4.641  -0.276
C 2.334 1.493 3.217  -0.127
O 0.919 1.542 3.281  0.030
C 0.541 1.475 4.591  -0.568
O -0.592 1.335 4.932  0.163
O 1.595 1.583 5.391  0.085
H 4.078 1.253 6.240  0.086
H 4.805 0.990 4.684  0.090
H 3.499 -0.062 5.165  0.091
H 3.024 2.949 4.648  0.149
H 2.740 0.542 2.882  0.105
H 2.687 2.248 2.510  0.103
C -2.441 -2.799 -0.091  -0.021
C -2.441 -4.171 -0.728  -0.289
C -3.776 -4.602 -1.375  -0.089
O -3.357 -5.310 -2.537  0.057
C -2.082 -4.973 -2.832  -0.574
O -1.469 -5.335 -3.783  0.159
O -1.592 -4.153 -1.883  0.083
H -1.680 -2.175 -0.557  0.048
H -2.306 -2.803 0.990  0.085
H -3.358 -2.216 -0.225  0.088
H -2.171 -4.962 -0.025  0.154
H -4.428 -3.763 -1.626  0.130
H -4.318 -5.279 -0.717  0.133
O 5.160 -3.051 1.306  -0.224
S 4.113 -2.090 1.474  0.625
O 3.405 -2.030 2.710  -0.222
O 4.647 -0.642 1.014  -0.212
C 4.373 -0.382 -0.379  -0.134
C 3.762 -1.689 -0.912  -0.179
O 3.087 -2.201 0.224  -0.228
H 3.666 0.445 -0.390  0.089
H 5.286 -0.078 -0.884  0.131
H 4.522 -2.392 -1.275  0.129
H 3.012 -1.644 -1.701  0.135
O -1.941 -0.948 -3.426  -0.268
S -2.213 -0.885 -4.818  0.620
O -1.918 0.315 -5.524  -0.227
O -1.530 -2.112 -5.640  -0.182
C -2.482 -2.995 -6.206  -0.173
C -3.817 -2.694 -5.532  -0.150
O -3.741 -1.322 -5.147  -0.191
H -2.499 -2.771 -7.278  0.133
H -2.209 -4.040 -6.075  0.124
H -3.883 -3.286 -4.618  0.119
H -4.681 -2.825 -6.170  0.135
Cl 1.418 2.337 -0.119  0.557
C 0.160 1.183 -0.627  -1.448
Cl 0.374 -0.323 0.307  0.601
Cl 0.284 0.875 -2.367  0.576
H -0.788 1.678 -0.461  -0.007

---

[5]
Entry from OMol25: 9 unconnected molecules or ions with the total composition C29H78N2O15 at a distorted geometry (ωB97M-V with the def2-TZVPD basis set).

Summary:
**Orbital gap**: 9.723 eV
**ΔE to the lowest compared entry with this formula, charge and spin**: 0.0 kcal/mol
**HOMO**: -9.248 eV

Last column: Löwdin charge in e.
CARTESIAN COORDINATES (ANGSTROEM)
C -13.390 -5.457 -12.346  -0.088
O -12.767 -6.709 -12.276  -0.227
C -11.678 -6.815 -13.155  -0.230
C -10.983 -8.129 -12.877  -0.209
N -9.847 -8.301 -13.778  -0.055
C -9.314 -9.667 -13.791  -0.205
C -8.714 -10.115 -12.470  -0.237
O -9.730 -10.506 -11.579  -0.205
C -9.232 -10.856 -10.319  -0.117
H -12.678 -4.646 -12.151  0.092
H -14.133 -5.400 -11.548  0.077
H -13.899 -5.291 -13.300  0.098
H -10.975 -5.976 -13.075  0.125
H -11.993 -6.823 -14.214  0.133
H -11.717 -8.941 -12.990  0.125
H -10.634 -8.136 -11.843  0.106
H -10.154 -8.133 -14.732  0.106
H -8.473 -9.661 -14.491  0.119
H -10.048 -10.430 -14.094  0.126
H -8.130 -9.285 -12.042  0.131
H -8.032 -10.955 -12.651  0.123
H -10.041 -11.291 -9.733  0.091
H -8.843 -9.987 -9.767  0.070
H -8.418 -11.593 -10.374  0.091
C -4.591 -4.464 -1.844  -0.108
O -4.970 -3.965 -3.102  -0.187
C -6.302 -4.307 -3.438  -0.215
C -6.654 -3.660 -4.755  -0.197
N -5.667 -3.954 -5.770  -0.093
C -5.887 -3.184 -7.007  -0.174
C -4.825 -3.520 -8.007  -0.212
O -3.611 -2.952 -7.550  -0.176
C -2.527 -3.233 -8.394  -0.113
H -3.524 -4.289 -1.720  0.089
H -4.806 -5.534 -1.755  0.091
H -5.109 -3.935 -1.033  0.090
H -7.003 -3.927 -2.681  0.133
H -6.429 -5.396 -3.514  0.125
H -6.828 -2.581 -4.628  0.128
H -7.635 -4.058 -5.051  0.126
H -4.749 -3.685 -5.422  0.128
H -5.966 -2.108 -6.811  0.134
H -6.866 -3.487 -7.403  0.114
H -5.099 -3.160 -9.006  0.120
H -4.705 -4.613 -8.047  0.119
H -2.525 -2.602 -9.297  0.090
H -2.518 -4.277 -8.735  0.091
H -1.600 -3.045 -7.854  0.088
C -10.260 -5.348 -9.889  -0.026
C -10.162 -6.067 -8.564  -0.466
C -9.547 -7.438 -8.723  -0.054
O -9.413 -5.277 -7.636  -0.075
H -9.254 -5.017 -10.157  0.078
H -10.864 -4.433 -9.857  0.073
H -10.732 -5.942 -10.675  0.060
H -11.165 -6.235 -8.158  0.117
H -10.040 -8.079 -9.456  0.058
H -9.569 -8.004 -7.785  0.079
H -8.485 -7.408 -9.009  0.088
H -8.526 -5.677 -7.582  0.055
C -9.952 -1.709 -6.286  -0.053
C -11.352 -2.231 -6.583  -0.462
C -11.797 -1.817 -7.975  -0.047
O -11.368 -3.663 -6.471  -0.072
H -9.216 -2.166 -6.946  0.063
H -9.693 -1.903 -5.245  0.077
H -9.946 -0.622 -6.418  0.084
H -12.054 -1.889 -5.820  0.137
H -11.846 -0.727 -8.042  0.083
H -12.773 -2.235 -8.230  0.062
H -11.099 -2.203 -8.726  0.063
H -10.575 -4.018 -6.905  0.042
C -13.208 -8.570 -9.541  -0.046
C -13.439 -9.596 -10.636  -0.494
C -14.210 -10.799 -10.116  -0.059
O -14.201 -9.052 -11.712  -0.056
H -12.648 -8.991 -8.699  0.083
H -14.118 -8.072 -9.211  0.076
H -12.536 -7.772 -9.892  0.059
H -12.469 -9.954 -11.009  0.118
H -13.718 -11.236 -9.243  0.075
H -14.251 -11.597 -10.862  0.077
H -15.225 -10.516 -9.837  0.082
H -13.769 -8.232 -12.001  0.043
O -6.059 -1.704 -11.313  -0.072
C -7.471 -1.717 -11.554  -0.237
C -8.254 -2.214 -10.380  -0.233
O -8.347 -1.201 -9.351  -0.088
H -5.897 -1.117 -10.566  0.079
H -7.802 -0.703 -11.801  0.122
H -7.609 -2.364 -12.420  0.122
H -7.846 -3.091 -9.882  0.108
H -9.276 -2.440 -10.711  0.112
H -9.134 -0.661 -9.459  0.077
O -6.834 -6.268 -6.832  -0.111
C -5.909 -7.320 -7.072  -0.230
C -4.999 -7.537 -5.896  -0.237
O -4.120 -6.436 -5.711  -0.070
H -6.396 -5.494 -6.433  0.026
H -6.511 -8.198 -7.313  0.117
H -5.305 -7.083 -7.959  0.119
H -4.362 -8.405 -6.071  0.122
H -5.591 -7.697 -4.986  0.119
H -4.645 -5.630 -5.590  0.030
O -9.310 -7.202 -2.983  -0.072
C -9.407 -7.507 -4.376  -0.242
C -10.755 -7.100 -4.934  -0.237
O -11.813 -7.709 -4.207  -0.058
H -10.063 -7.621 -2.551  0.075
H -8.606 -6.955 -4.870  0.101
H -9.263 -8.589 -4.530  0.120
H -10.803 -7.417 -5.983  0.103
H -10.854 -6.017 -4.894  0.121
H -11.800 -8.651 -4.403  0.088
O -13.493 -5.381 -7.849  -0.066
C -14.593 -5.025 -8.662  -0.270
C -15.680 -4.349 -7.891  -0.235
O -15.213 -3.066 -7.464  -0.065
H -13.229 -4.579 -7.372  0.056
H -14.273 -4.378 -9.496  0.111
H -14.942 -5.931 -9.168  0.108
H -15.976 -4.952 -7.029  0.127
H -16.565 -4.228 -8.526  0.119
H -15.222 -3.042 -6.504  0.088

---

[6]
Entry from OMol25: a molecular structure, C12H25N2O3P2Y at a distorted geometry (ωB97M-V with the def2-TZVPD basis set).

Summary:
**Orbital gap (alpha / beta)**: 4.648 / 4.647 eV
**ΔE to the lowest compared entry with this formula, charge and spin**: 41.9 kcal/mol
**HOMO (alpha / beta)**: -4.648 / -4.647 eV

Last column: Löwdin charge in e.
CARTESIAN COORDINATES (ANGSTROEM)
C 2.142 1.723 -2.170  -0.049
C 1.161 1.495 -1.217  -0.317
N 1.219 0.457 -0.353  0.066
C 2.371 -0.264 -0.323  -0.293
C 3.356 -0.110 -1.289  -0.034
C 3.235 0.876 -2.259  -0.045
C 0.055 2.534 -1.219  -0.294
P -1.337 2.397 0.001  0.823
Y -0.966 -0.104 1.081  0.978
P 1.254 -1.987 1.654  0.597
C 2.672 -1.269 0.775  -0.290
O -2.216 -1.374 -4.732  -0.059
O -2.012 -1.353 -0.038  -0.496
H 2.031 2.576 -2.825  0.114
H 4.225 -0.777 -1.260  0.122
H 3.976 0.977 -3.053  0.114
C -1.397 3.998 0.919  -0.252
C -2.728 2.504 -1.164  -0.273
H 3.184 -2.131 0.316  0.093
H 3.330 -0.856 1.557  0.094
H -0.392 2.544 -2.212  0.080
H 0.491 3.534 -1.046  0.097
C 1.923 -2.521 3.242  -0.255
C 1.057 -3.578 0.779  -0.319
H -4.340 -3.383 -0.669  0.078
H -2.556 -2.057 -0.419  -0.099
H -2.735 -0.610 -4.982  0.023
H -1.334 -1.016 -4.543  0.035
H 0.717 -0.725 2.261  -0.177
H -3.934 -2.827 -0.306  0.031
H -1.998 4.727 0.349  0.044
H -1.863 3.837 1.909  0.047
H -0.377 4.388 1.066  0.046
H -2.912 3.546 -1.451  0.049
H -2.496 1.907 -2.053  0.044
H -3.602 2.068 -0.667  0.048
H 1.850 -4.239 1.167  0.009
H 0.088 -4.051 0.983  0.035
H 1.202 -3.494 -0.307  0.036
H 2.373 -3.510 3.141  0.038
H 2.672 -1.796 3.559  0.037
H 1.110 -2.564 3.971  0.048
O -3.535 0.133 4.912  0.046
C -2.834 0.160 3.952  -0.531
N -2.131 0.215 2.965  -0.090

---

- What is the ΔE to the lowest compared entry with this formula, charge and spin in the first record?
  91.5 kcal/mol